# 1
The following is a DFT calculation (wB97M-V/def2-TZVPD) of the molecule C3H6O3 in a non-equilibrium geometry.

E: -343.55877 hartree
Structure (SMILES): O=C(CO)CO
Frontier orbital gap: 11.071 eV
Molar mass: 90.08 g/mol
F_max: 2.49 eV/A
ΔE to the lowest compared entry with this formula, charge and spin: 60.10 kcal/mol

Geometry as XYZ:
```
12
Properties=species:S:1:pos:R:3:forces:R:3:mulliken_charge:R:1
O -1.5490 -1.6049 -1.0274 -0.5 1.0 2.0 -0.567
C -1.4169 -0.2956 -0.1622 0.3 -1.2 -1.3 -0.421
C 0.0433 -0.1994 0.1875 0.5 -0.5 -0.6 0.769
O 0.7646 -1.0561 -0.2900 0.3 0.3 0.1 -0.681
C 0.7551 0.8035 1.1024 -0.4 0.1 -0.1 -0.390
O 2.1034 0.8232 0.7330 0.1 0.0 0.2 -0.518
H -0.6489 -1.9002 -1.3485 -1.0 1.0 1.2 0.359
H -2.0199 0.1025 0.7436 0.2 -2.2 -1.1 0.282
H -1.7714 0.3087 -0.9725 0.5 1.4 -0.1 0.263
H 0.6241 0.4583 2.1469 -0.1 0.0 -0.3 0.232
H 0.3461 1.8187 1.0411 -0.1 -0.2 -0.1 0.313
H 2.2468 -0.0286 0.2787 0.1 0.2 0.1 0.360
```
Forces are in eV/Å.

=====

# 2
The following is a DFT calculation (wB97M-V/def2-TZVPD) of a structure of composition C11H28IO2P2Ru in a non-equilibrium geometry.

E: -1660.36814 hartree
Spin multiplicity: 5
Frontier orbital gap (spin up / spin down): 6.159 / 6.192 eV
Molar mass: 482.26 g/mol
Total charge: +3
F_max: 7.01 eV/A

Geometry as XYZ:
```
45
Properties=species:S:1:pos:R:3:forces:R:3:lowdin_spin:R:1
C 0.0954 0.5862 -3.3100 -0.9 1.5 -0.1 0.464
I -1.5447 -1.6216 -2.8322 -0.8 0.0 -1.1 0.836
H 1.1486 0.6085 -3.0792 0.6 0.2 0.0 0.040
H -0.5761 1.5097 -3.1052 1.2 -1.3 -0.3 0.040
H -0.0685 0.3235 -4.3400 -0.2 -0.6 -0.3 0.026
Ru -0.4041 0.0433 -1.3006 1.7 -1.3 -0.8 1.606
P 0.0917 2.2956 -0.7560 -0.1 2.3 0.0 0.101
C -1.4548 3.0953 -1.3178 0.4 0.0 0.1 0.009
C 0.4525 3.1517 0.8035 -0.2 -0.7 0.5 0.015
H 0.4380 4.2233 0.5863 0.0 -0.1 -0.1 0.003
H 1.6099 3.9169 -1.7020 0.0 0.1 0.1 0.005
H 1.4443 2.8609 1.1614 -0.2 0.2 0.0 0.000
H 2.4077 2.3189 -1.5158 -0.2 0.2 0.0 0.001
H -2.2301 2.9181 -0.5607 0.1 0.2 -0.2 0.001
H -0.3097 2.9282 1.5618 0.3 0.3 -0.2 0.000
C 1.4850 2.8412 -1.8075 -0.2 -0.7 -0.3 0.046
H -1.2438 4.1685 -1.4001 -0.2 -0.1 -0.1 0.002
H 1.2449 2.5915 -2.8499 0.3 0.4 0.3 0.007
H -1.7954 2.6915 -2.2767 -0.1 0.3 0.2 0.000
P 0.0468 -2.2679 0.0175 -0.4 -3.1 1.1 -0.074
C -1.4308 -3.3757 -0.1886 -0.4 1.1 -0.2 0.048
C 1.2957 -3.0210 -1.1545 0.2 1.3 -0.6 -0.020
H 1.7659 -2.6803 1.7430 -0.2 -0.2 0.0 0.000
H 0.7511 -4.1140 1.4625 -0.1 0.3 -0.3 -0.001
H 0.0953 -2.7445 2.4118 0.3 -0.2 -0.3 0.001
C 0.7386 -3.0193 1.5681 0.1 0.7 0.2 0.001
H 2.2595 -2.5283 -0.9861 0.0 -0.1 -0.1 0.000
H 1.4184 -4.0936 -0.9490 -0.3 0.3 0.3 -0.006
H -1.1846 -4.3887 0.1598 0.1 0.4 0.0 0.001
H -1.7413 -3.4243 -1.2551 0.2 -0.4 0.9 0.031
H 1.0163 -2.8888 -2.2067 0.2 -0.1 0.3 0.002
H -2.2685 -2.9555 0.3917 0.2 -0.3 -0.1 0.000
C -1.9778 0.2686 -0.3376 -6.5 0.2 2.7 0.046
O -3.0794 0.3760 0.0481 4.6 -0.1 -1.8 -0.009
C -0.4927 -0.3154 3.5984 0.1 -0.7 0.1 0.051
C -0.3158 0.0702 2.1397 0.4 0.0 -0.7 0.047
C 1.1326 0.1278 1.7135 0.5 -0.1 -0.2 0.052
O -0.9871 -0.8473 1.2753 0.2 -0.6 0.4 0.604
H -0.1307 -1.3309 3.8156 0.0 0.4 -0.1 0.000
H -1.5318 -0.2576 3.8639 -0.5 0.0 0.2 0.000
H 0.0686 0.3949 4.1976 0.1 0.1 0.1 0.007
H -0.7241 1.0662 1.9726 -0.5 -0.1 0.0 -0.001
H 1.7300 -0.7105 2.0643 -0.1 0.1 -0.1 0.002
H 1.1584 0.1801 0.6007 0.3 -0.1 0.3 0.014
H 1.5964 1.0287 2.0744 0.2 0.3 0.3 0.002
```
Forces are in eV/Å.

=====

# 3
The following is a DFT calculation (wB97M-V/def2-TZVPD) of a cluster of 2 separate species, C8H12N4O2 in total in a non-equilibrium geometry.

E: -681.29089 hartree
Structure (SMILES): CC(C)(C#N)/[N+]([O-])=N\O.C=C(C)C#N
Frontier orbital gap (spin up / spin down): 9.458 / 9.458 eV
Molar mass: 196.21 g/mol
F_max: 5.34 eV/A
ΔE to the lowest compared entry with this formula, charge and spin: 143.47 kcal/mol

Geometry as XYZ:
```
26
Properties=species:S:1:pos:R:3:forces:R:3:mulliken_charge:R:1
C 2.4893 0.4757 -1.1551 -0.5 -0.7 -1.1 0.363
C -2.2937 -1.2459 0.4062 1.0 0.7 -0.9 0.004
C 3.3267 -0.8303 0.5892 -1.3 4.3 1.0 -1.396
C 2.5722 1.6153 0.9109 -1.2 1.3 2.0 -1.321
C -1.3953 -0.4572 -1.8107 1.6 -2.3 0.7 -1.286
C -3.0604 0.8563 -0.3549 -0.2 2.5 -1.0 -1.668
C 2.7086 0.3689 0.2517 1.9 -4.9 -1.1 1.123
C -1.8698 -0.0602 -0.3987 -0.6 -1.0 0.0 1.356
N 2.3933 0.4334 -2.3011 -0.1 0.3 0.0 -0.538
N -2.5169 -2.1889 1.0047 -0.7 -0.7 0.6 -0.549
N 0.3840 -0.0989 0.4893 -1.9 1.0 0.9 -0.396
N -0.7094 0.5645 0.2935 1.5 -2.2 0.2 0.963
O 0.2137 -1.4467 0.2999 1.7 -0.8 0.5 -0.471
O -0.7940 1.7416 0.5787 0.4 1.5 0.3 -0.752
H 3.3600 -1.6413 -0.0495 0.4 -1.3 -1.4 0.500
H 3.8445 -0.8192 1.5220 0.0 -0.6 0.7 0.256
H 1.0572 -1.8451 0.7214 -1.7 1.1 -0.9 0.441
H 3.4357 2.0650 0.5409 1.7 1.8 0.0 0.401
H 2.5037 1.6071 2.0131 0.3 -0.1 -0.6 0.351
H 1.7307 2.1745 0.5017 0.0 -0.1 0.2 0.324
H -1.4282 0.3973 -2.4513 -0.5 0.4 -0.6 0.417
H -0.2605 -0.7775 -1.7838 -2.5 0.4 -0.1 0.309
H -2.0246 -1.3660 -2.0936 0.9 1.5 -0.2 0.333
H -3.7276 0.6585 -1.1492 -0.9 -1.3 -0.9 0.480
H -2.9148 1.9434 -0.6792 0.6 -1.3 1.3 0.346
H -3.6180 0.7390 0.5574 0.0 0.5 0.4 0.409
```
Forces are in eV/Å.

=====

# 4
The following is a DFT calculation (wB97M-V/def2-TZVPD) of a cluster of 2 separate species, C5H6O2 in total in a non-equilibrium geometry.

E: -344.57143 hartree
Structure (SMILES): C=C=CC.O=C=O
Frontier orbital gap: 10.117 eV
Molar mass: 98.10 g/mol
F_max: 1.02 eV/A
ΔE to the lowest compared entry with this formula, charge and spin: 19.13 kcal/mol

Geometry as XYZ:
```
13
Properties=species:S:1:pos:R:3:forces:R:3:mulliken_charge:R:1
C -1.5517 -1.2343 -0.0066 0.0 0.0 -0.1 -0.988
C -0.8464 -0.1533 0.7724 0.2 0.3 -0.2 -0.020
O 2.1478 -1.3175 0.4645 0.4 0.4 -0.6 -0.376
C 2.5506 -0.5393 -0.3022 0.0 0.1 -0.1 0.786
O 2.9613 0.2434 -1.0669 -0.3 -0.7 0.6 -0.410
C -0.3428 0.9328 0.2409 -0.1 -0.2 0.1 0.076
C 0.1877 1.9989 -0.2950 0.1 0.0 0.0 -0.740
H -1.5769 -1.0002 -1.0755 0.0 0.0 0.2 0.325
H -2.5819 -1.3439 0.3502 0.1 0.0 -0.1 0.318
H -1.0506 -2.2011 0.1263 -0.1 0.2 0.0 0.277
H -0.7429 -0.2976 1.8481 0.0 0.1 -0.2 0.310
H 1.2216 1.9875 -0.6443 -0.3 0.1 0.1 0.191
H -0.3758 2.9245 -0.4120 0.1 -0.2 0.0 0.251
```
Forces are in eV/Å.

=====

Which of these has the lowest F_max?
C5H6O2